Entry 1:
ORCA calculation (ωB97M-V/def2-TZVPD) on C15H24FFeO15 as an isolated structure in a non-equilibrium geometry.

Highest occupied orbital energy (spin up / spin down)   -12.7 / -12.7 eV
Energy   -83751.533 eV
LUMO energy (spin up / spin down)   -3.0 / -8.7 eV
Strongest force on any atom   6.369 eV/Å
2S+1   7
Charge   +1
Frontier orbital gap (spin up / spin down)   9.69 / 3.94 eV
⟨S²⟩   12.01

Each line ends with the natural charge from an NBO analysis.
Cartesian coordinates (Å):
1 Fe 0.0179 -1.2076 1.1108  1.91
2 C 0.0216 1.8005 -1.6050  -0.73
3 C 0.0271 0.7412 -0.5278  0.81
4 O -0.5488 0.6815 0.5737  -0.74
5 O 0.5865 -0.3642 -0.7763  -0.70
6 H 0.7618 1.6283 -2.3864  0.25
7 H 0.3234 2.6973 -1.0640  0.24
8 H -0.9197 1.9891 -2.1211  0.27
9 C -2.2550 -1.7321 4.4807  -0.75
10 C -1.4653 -1.5249 3.2125  0.80
11 O -0.2636 -1.5186 3.1145  -0.45
12 O -1.9013 -1.2737 2.0950  -0.32
13 H -1.7404 -2.2924 5.2613  0.27
14 H -3.1611 -2.2892 4.2424  0.28
15 H -2.5987 -0.8055 4.9406  0.29
16 C 0.5995 -4.9753 -0.2087  -0.72
17 C 0.2486 -3.5523 0.2526  0.81
18 O 1.0592 -2.8991 0.8869  -0.71
19 O -0.8029 -2.8203 -0.0062  -0.70
20 H 1.6803 -5.1167 -0.2046  0.25
21 H 0.1770 -5.1869 -1.1910  0.27
22 H 0.1540 -5.6983 0.4746  0.26
23 C 2.6025 -2.0663 -2.9708  -0.12
24 C 2.3359 -1.0420 -4.1102  0.45
25 O 1.9204 -1.9055 -5.1730  -0.49
26 C 1.5179 -3.0588 -4.6758  0.97
27 O 0.8782 -3.8898 -5.2729  -0.54
28 O 1.6579 -2.9222 -3.3638  -0.51
29 F 3.4697 -0.4757 -4.4725  -0.32
30 H 2.5516 -1.6977 -1.9462  0.21
31 H 3.6158 -2.4553 -3.0706  0.18
32 H 1.6172 -0.2751 -3.8213  0.15
33 C 3.0824 -1.4042 4.1264  -0.27
34 O 3.4436 -0.2636 3.4380  -0.44
35 C 2.8321 0.1475 2.3885  1.05
36 O 1.8986 -0.4073 1.8087  -0.77
37 O 3.3542 1.2490 2.0215  -0.45
38 C 3.0742 1.8975 0.8140  -0.27
39 H 2.9478 -2.2312 3.4292  0.21
40 H 2.0510 -1.3063 4.4652  0.18
41 H 3.7005 -1.5418 5.0136  0.23
42 H 3.5969 2.8105 0.5288  0.24
43 H 2.0082 1.8941 0.5864  0.19
44 H 3.4836 1.2032 0.0802  0.19
45 C -2.9707 5.4477 0.4555  -0.27
46 O -3.5770 4.5905 -0.5411  -0.52
47 C -4.8831 4.2837 -0.4000  0.99
48 O -5.6851 4.4259 0.5219  -0.59
49 O -5.2768 3.4312 -1.4752  -0.52
50 C -4.3991 3.1151 -2.5515  -0.25
51 H -1.9410 5.1649 0.6742  0.19
52 H -3.5867 5.5670 1.3468  0.22
53 H -2.8619 6.4785 0.1182  0.20
54 H -4.8426 2.2525 -3.0488  0.20
55 H -3.4152 2.7723 -2.2313  0.16
56 H -4.2010 3.9310 -3.2465  0.19

***

Entry 2:
ORCA calculation (ωB97M-V/def2-TZVPD) on C15H24FN2PbSi2 as an isolated structure.

Highest occupied orbital energy   -11.3 eV
Energy   -42639.142 eV
LUMO energy   -4.5 eV
Strongest force on any atom   0.351 eV/Å
2S+1   1
Charge   +1
Frontier orbital gap   6.76 eV

Each line ends with the natural charge from an NBO analysis.
Cartesian coordinates (Å):
1 Pb 0.0127 -3.5642 1.1024  1.63
2 C 3.0484 -0.8509 -1.6039  -1.16
3 Si 2.1920 -0.5587 0.0084  1.85
4 C 3.3112 -0.9541 1.4444  -1.16
5 C 1.0867 0.9362 0.0969  -0.61
6 C 1.5096 2.3631 -0.0371  -0.12
7 C 0.6865 3.4173 -0.0739  -0.23
8 C -0.7753 3.4325 0.0500  -0.23
9 C -1.5847 2.3791 0.2013  -0.15
10 C -1.1345 0.9587 0.2175  -0.55
11 Si -2.1143 -0.5771 -0.2456  1.73
12 C -3.1402 -1.5441 0.9708  -1.15
13 C -3.0816 -0.2254 -1.7964  -1.13
14 H 3.9687 -0.2601 -1.5947  0.27
15 H 2.4550 -0.5274 -2.4580  0.26
16 H 3.3362 -1.8930 -1.7511  0.26
17 H 4.2048 -0.3311 1.3507  0.27
18 H 3.6547 -1.9914 1.4207  0.25
19 H 2.8950 -0.7480 2.4313  0.24
20 H 2.5711 2.5596 -0.1412  0.21
21 H 1.1471 4.3904 -0.1977  0.23
22 H -1.2294 4.4160 0.0277  0.23
23 H -2.6480 2.5690 0.2988  0.22
24 H -4.0516 -0.9799 1.1864  0.26
25 H -2.6294 -1.7064 1.9212  0.23
26 H -3.4337 -2.5054 0.5487  0.27
27 H -4.0052 0.3051 -1.5548  0.26
28 H -3.3624 -1.1508 -2.3036  0.26
29 H -2.5169 0.3911 -2.4974  0.25
30 C 0.0789 1.3508 2.5502  -0.65
31 C 0.0238 0.6503 1.2227  0.24
32 C -0.0770 0.5504 -0.8767  -0.22
33 C -0.3190 -1.0079 -0.8466  -0.26
34 N 0.6017 -1.4832 0.2539  -0.81
35 N 0.0782 -0.8422 1.4709  -0.56
36 C -0.1044 -1.8000 -2.1277  -0.66
37 H 0.0120 2.4269 2.4154  0.26
38 H 1.0177 1.1348 3.0684  0.21
39 H -0.7542 1.0308 3.1796  0.23
40 H -0.1034 1.0111 -1.8618  0.24
41 H 0.7826 -0.9703 2.1981  0.37
42 H -0.2272 -1.1495 -2.9937  0.23
43 H -0.8226 -2.6132 -2.2126  0.25
44 H 0.8959 -2.2344 -2.1874  0.21
45 F -1.4555 -3.8046 -0.2743  -0.78

***

Entry 3:
ORCA calculation (ωB97M-V/def2-TZVPD) on the molecule C15H24N2O in a non-equilibrium geometry.

Highest occupied orbital energy   -8.1 eV
Energy   -20969.048 eV
LUMO energy   0.8 eV
Strongest force on any atom   4.186 eV/Å
Energy above the lowest of the compared OMol25 structures with the same formula, charge and spin   98.6 kcal per mole
2S+1   1
Frontier orbital gap   8.98 eV

Each line ends with the natural charge from an NBO analysis.
Cartesian coordinates (Å):
1 C -1.2086 4.6114 -1.3132  -0.41
2 C -1.3628 3.2284 -1.1785  -0.17
3 C -0.6846 2.4461 -0.0655  -0.46
4 C -1.7156 1.9278 1.0274  -0.20
5 N -1.6477 0.4148 0.9211  -0.48
6 C -1.9963 -0.3237 2.2082  -0.21
7 C -1.9956 -1.8834 2.1441  -0.21
8 C -2.6510 -2.5704 0.8610  -0.41
9 C -1.9254 -1.8941 -0.3175  -0.19
10 C -2.1190 -0.3215 -0.3059  -0.23
11 C -0.3753 -2.3150 -0.2517  -0.02
12 C 0.6497 -1.4771 -1.0586  -0.40
13 C 1.8289 -2.3811 -1.3110  -0.41
14 C 2.5897 -2.5849 -0.0325  -0.49
15 C 1.5726 -2.9097 1.1189  0.72
16 O 1.8685 -3.7130 1.9406  -0.58
17 N 0.2454 -2.4398 1.0356  -0.50
18 C -0.5579 -2.3710 2.2188  -0.21
19 H -0.5814 5.2258 -0.7034  0.19
20 H -1.9322 5.0855 -1.9883  0.20
21 H -2.0544 2.7404 -1.8823  0.20
22 H 0.2032 3.0353 0.3786  0.22
23 H -0.2086 1.5161 -0.5139  0.22
24 H -1.4661 2.3040 2.0080  0.21
25 H -2.7093 2.4198 0.8176  0.18
26 H -1.2050 -0.0952 2.9053  0.19
27 H -2.9219 -0.0990 2.6292  0.17
28 H -2.5206 -2.3081 3.0173  0.23
29 H -3.7641 -2.5741 0.8688  0.21
30 H -2.4046 -3.5657 0.7678  0.21
31 H -2.3897 -2.2839 -1.2402  0.22
32 H -1.4875 0.0886 -1.1015  0.20
33 H -3.1824 -0.1063 -0.3910  0.18
34 H -0.4196 -3.3541 -0.7781  0.17
35 H 0.8789 -0.4604 -0.6275  0.23
36 H 0.2169 -1.1264 -2.1360  0.20
37 H 1.3541 -3.2976 -1.6776  0.20
38 H 2.4632 -1.9728 -2.0663  0.21
39 H 3.1748 -3.4775 0.0223  0.24
40 H 3.1813 -1.6414 0.1177  0.23
41 H -0.1159 -1.8887 3.0998  0.20
42 H -0.5573 -3.3462 2.5864  0.19

***

Entry 4:
ORCA calculation (ωB97M-V/def2-TZVPD) on C15H24N2O6V as an isolated structure in a non-equilibrium geometry.

Highest occupied orbital energy (spin up / spin down)   -14.0 / -13.5 eV
Energy   -56880.486 eV
LUMO energy (spin up / spin down)   -5.8 / -5.7 eV
Strongest force on any atom   1.267 eV/Å
Energy above the lowest of the compared OMol25 structures with the same formula, charge and spin   23.5 kcal per mole
2S+1   2
Charge   +2
Frontier orbital gap (spin up / spin down)   8.20 / 7.84 eV
⟨S²⟩   0.76

Each line ends with the natural charge from an NBO analysis.
Cartesian coordinates (Å):
1 V 0.4951 0.9735 0.5622  1.29
2 C -1.9672 0.7390 1.8902  -0.11
3 C -2.3752 1.0639 0.4575  -0.09
4 O -1.2618 1.6297 -0.3220  -0.59
5 C -1.0472 3.0809 -0.3013  -0.10
6 C 0.3327 3.3944 -0.8735  -0.10
7 O 1.4140 2.7067 -0.1426  -0.59
8 C 1.8931 3.3269 1.0960  -0.11
9 C 2.6564 2.2846 1.9076  -0.09
10 O 1.8682 1.0589 2.1165  -0.59
11 C 0.9836 0.9786 3.2825  -0.10
12 C 0.0214 -0.1891 3.0935  -0.09
13 O -0.7636 -0.0835 1.8560  -0.58
14 H -2.7703 0.1806 2.3734  0.25
15 H -1.7702 1.6441 2.4747  0.19
16 H -3.2076 1.7676 0.4637  0.24
17 H -2.6705 0.1708 -0.0878  0.24
18 H -1.1494 3.4315 0.7313  0.19
19 H -1.8177 3.5660 -0.9016  0.25
20 H 0.5113 4.4691 -0.8390  0.24
21 H 0.4311 3.0468 -1.8989  0.25
22 H 1.0352 3.7241 1.6490  0.20
23 H 2.5536 4.1570 0.8445  0.25
24 H 2.9391 2.7038 2.8729  0.24
25 H 3.5527 1.9541 1.3887  0.24
26 H 0.4582 1.9341 3.3783  0.19
27 H 1.5837 0.8213 4.1790  0.25
28 H -0.6626 -0.2423 3.9407  0.24
29 H 0.5547 -1.1315 2.9982  0.24
30 O -3.7983 -3.5644 -2.5782  -0.72
31 C -2.6177 -4.3161 -2.7658  0.10
32 N -1.5603 -3.3750 -2.4548  -0.62
33 C -0.2830 -3.7595 -2.2402  0.64
34 O 0.0980 -4.9095 -2.2255  -0.56
35 C 0.6641 -2.6546 -1.8350  -0.13
36 C 2.0084 -2.7537 -2.1590  -0.07
37 C 2.8669 -1.7526 -1.7340  -0.21
38 C 2.3658 -0.7149 -0.9758  0.03
39 N 1.0674 -0.6243 -0.6282  -0.57
40 C 0.2413 -1.5883 -1.0636  0.05
41 H -4.5510 -4.0690 -2.9004  0.49
42 H -2.5302 -4.6756 -3.7944  0.17
43 H -2.5456 -5.1609 -2.0798  0.19
44 H -1.7585 -2.4145 -2.6842  0.40
45 H 2.3581 -3.6074 -2.7251  0.27
46 H 3.9211 -1.7751 -1.9712  0.26
47 H 3.0249 0.0743 -0.6304  0.21
48 H -0.7922 -1.5203 -0.7443  0.20

***

Entry 5:
ORCA calculation (ωB97M-V/def2-TZVPD) on C15H24N2O7P2Pd as an isolated structure in a non-equilibrium geometry.

Highest occupied orbital energy   0.1 eV
Energy   -55318.883 eV
LUMO energy   4.1 eV
Strongest force on any atom   1.178 eV/Å
Energy above the lowest of the compared OMol25 structures with the same formula, charge and spin   25.2 kcal per mole
2S+1   1
Charge   -2
Frontier orbital gap   3.91 eV

Each line ends with the natural charge from an NBO analysis.
Cartesian coordinates (Å):
1 Pd 0.5418 -0.9173 -0.1976  0.06
2 C 1.9981 -4.0278 -2.7254  -0.64
3 C 2.0922 -3.7188 -1.2222  -0.50
4 O 2.7953 -4.8146 -0.5704  -0.81
5 P 0.3613 -3.8192 -0.5730  2.34
6 O 0.2092 -5.4402 -0.5149  -1.02
7 O 0.2655 -3.4258 0.9381  -1.05
8 O -0.6412 -3.2538 -1.5023  -1.12
9 P 3.2278 -2.2269 -1.0355  2.36
10 O 3.1118 -1.7688 0.5074  -1.04
11 O 4.5694 -2.8913 -1.2141  -1.20
12 O 2.7178 -1.1355 -1.9202  -1.17
13 H 1.4865 -4.9820 -2.8747  0.19
14 H 3.0127 -4.0858 -3.1259  0.21
15 H 1.4484 -3.2445 -3.2447  0.24
16 H 3.7226 -4.5066 -0.5860  0.51
17 H 1.0545 -5.7882 -0.1921  0.51
18 H 0.1791 -2.2916 0.9582  0.44
19 H 2.3088 -1.1116 0.4861  0.46
20 N -0.5075 0.3517 -2.2369  -0.32
21 C -0.8492 1.4480 -2.1215  0.40
22 N -1.3207 2.6783 -1.8582  -0.48
23 C -2.6176 2.7396 -1.1875  -0.20
24 C -2.7774 4.0995 -0.5283  -0.41
25 C -2.5754 5.2210 -1.5443  -0.40
26 C -1.2239 5.0773 -2.2392  -0.41
27 C -1.0926 3.7025 -2.8738  -0.20
28 H -2.6525 1.9299 -0.4611  0.24
29 H -3.4251 2.5735 -1.9188  0.16
30 H -2.0363 4.1845 0.2709  0.22
31 H -3.7666 4.1637 -0.0683  0.20
32 H -2.6607 6.1985 -1.0638  0.20
33 H -3.3718 5.1684 -2.2974  0.19
34 H -0.4210 5.1965 -1.5065  0.21
35 H -1.0909 5.8463 -3.0044  0.20
36 H -0.1021 3.5412 -3.2947  0.22
37 H -1.8258 3.5917 -3.6895  0.16
38 C 0.2471 0.4806 1.3410  -0.82
39 C 0.0943 -0.0351 2.6946  0.01
40 C 1.1973 -0.4495 3.4729  -0.27
41 C 1.0439 -0.9242 4.7614  -0.20
42 C -0.2145 -1.0221 5.3564  -0.33
43 C -1.3176 -0.6276 4.6058  -0.23
44 C -1.1671 -0.1451 3.3158  -0.23
45 H 1.1737 1.0464 1.2060  0.19
46 H -0.6204 1.0659 1.0192  0.16
47 H 2.1826 -0.4325 3.0198  0.21
48 H 1.9264 -1.2446 5.3068  0.18
49 H -0.3290 -1.4132 6.3605  0.18
50 H -2.3160 -0.7018 5.0278  0.18
51 H -2.0454 0.1412 2.7446  0.18